Record 1
ORCA calculation (the ωB97M-V functional and the def2-TZVPD basis) on a single C4H6OS2 molecule in a non-equilibrium geometry.

Each line ends with the Löwdin charge.
Geometry (Å):
C -0.19 -0.04 -0.25  -0.85
C -0.27 0.99 0.91  -0.49
C -0.31 -1.24 0.75  -0.45
C 1.18 -0.10 -0.96  -0.28
H -1.04 1.21 -2.00  -0.12
H -0.80 1.92 0.71  0.08
H 0.72 1.39 1.23  0.09
H -0.93 -2.09 0.42  0.08
H 0.68 -1.64 0.98  0.08
H 1.45 -1.07 -1.31  0.12
O 1.96 0.81 -1.04  0.07
S -1.48 0.07 -1.50  0.82
S -0.96 -0.19 2.07  0.85

Calculated values
HOMO-LUMO gap = 9.584 eV
Max |F| = 2.2 eV Å⁻¹
LUMO energy = 0.61 eV
SMILES string = O=CC1(S)CSC1

***

Record 2
ORCA calculation (the ωB97M-V functional and the def2-TZVPD basis) on a single C4H6OS2 molecule in a non-equilibrium geometry.

Each line ends with the Löwdin charge.
Geometry (Å):
C 0.41 -0.49 -1.29  -0.17
C 0.12 0.63 -0.77  -0.19
C 0.96 -1.70 -0.48  -0.61
C -1.17 1.95 0.70  -0.01
O -0.04 1.77 -0.24  -0.08
S 0.10 -0.91 2.08  0.21
S 1.60 -1.70 1.17  0.42
H 0.17 -0.58 -2.29  0.07
H 0.14 -2.51 -0.51  0.09
H 1.71 -2.33 -1.06  0.07
H -1.24 1.07 1.44  0.03
H -2.07 2.11 0.04  0.12
H -0.69 2.70 1.21  0.06

Calculated values
Multiplicity = 3
HOMO-LUMO gap (spin up / spin down) = 6.755 / 7.308 eV
Max |F| = 4.5 eV Å⁻¹
<S²> = 2.011
LUMO energy (spin up / spin down) = 0.75 / -1.59 eV

***

Record 3
ORCA calculation (the ωB97M-V functional and the def2-TZVPD basis) on a molecular structure, C4H6OTl in a non-equilibrium geometry.

Each line ends with the Löwdin charge.
Geometry (Å):
C -2.84 -0.02 -0.29  -0.03
C -2.03 0.71 0.57  -0.26
C -0.75 0.14 0.81  -0.09
C 0.50 0.65 0.14  -0.42
O 1.54 -0.24 0.17  -0.63
Tl 2.70 -2.12 0.59  0.86
H -2.83 0.17 -1.36  0.05
H -2.51 1.22 1.41  0.10
H -0.59 -0.41 1.74  0.11
H 0.76 1.62 0.63  0.12
H 0.22 0.94 -0.90  0.12
H -2.43 -1.14 -0.10  0.07

Calculated values
Multiplicity = 2
HOMO-LUMO gap (spin up / spin down) = 7.032 / 7.232 eV
Max |F| = 4.2 eV Å⁻¹
<S²> = 0.833
LUMO energy (spin up / spin down) = -0.35 / -0.38 eV

***

Calculated energy above the lowest of the compared OMol25 structures with the same formula, charge and spin in order - 30.3; 51.4; 20.6 kcal per mole